1.
ORCA calculation (ωB97M-V with the def2-TZVPD basis set) on C42H56HfIN9SSi as an isolated structure in a non-equilibrium geometry.

```
111
Properties=species:S:1:pos:R:3:mulliken_charge:R:1
Hf 1.21 1.13 0.90 -1.01
C -2.25 -1.04 -4.56 -1.27
C -3.16 -0.99 -3.28 1.42
C -4.17 0.12 -3.50 -1.90
C -3.73 -2.46 -3.30 -1.42
C -2.28 -0.68 -2.03 0.81
C -2.58 0.47 -1.25 -0.64
C -1.88 0.79 -0.11 -1.17
N -0.72 0.17 0.20 0.26
C -0.38 -0.99 -0.49 0.63
C -1.22 -1.44 -1.56 -0.66
C 0.76 -1.75 -0.03 0.40
C 0.90 -3.12 -0.28 -0.69
C 1.99 -3.79 0.35 0.44
C 2.96 -2.98 1.00 -0.82
C 2.82 -1.61 1.07 -0.58
N 1.76 -0.98 0.54 0.62
C 2.16 -5.30 0.12 1.35
C 2.21 -5.72 -1.37 -1.19
C 3.38 -5.95 0.81 -1.84
C 0.84 -5.93 0.69 -1.26
H -2.88 -1.18 -5.48 0.44
H -1.46 -1.85 -4.44 0.32
H -1.84 0.02 -4.76 0.21
H -4.68 0.05 -4.46 0.46
H -3.72 1.14 -3.48 0.17
H -4.96 0.15 -2.75 0.41
H -4.39 -2.53 -4.16 0.47
H -4.23 -2.75 -2.39 0.25
H -2.88 -3.16 -3.54 0.33
H -3.33 1.24 -1.54 0.41
H -2.14 1.59 0.61 0.58
H -0.97 -2.38 -2.02 0.67
H 0.13 -3.60 -0.83 0.63
H 3.70 -3.43 1.67 0.33
H 3.74 -1.10 1.49 0.15
H 3.23 -5.60 -1.83 0.33
H 1.34 -5.30 -1.90 0.32
H 1.97 -6.80 -1.23 0.42
H 4.31 -5.66 0.32 0.43
H 3.29 -7.02 0.81 0.41
H 3.44 -5.60 1.86 0.37
H -0.08 -5.44 0.16 0.33
H 0.80 -5.75 1.80 0.33
H 0.80 -7.03 0.41 0.43
S -0.30 2.50 2.53 -0.34
C -0.47 0.86 3.07 0.31
C -1.60 0.44 3.80 -0.53
C -1.67 -0.82 4.43 -0.55
C -0.43 -1.56 4.38 -0.70
C 0.64 -1.16 3.53 -0.21
N 0.58 -0.02 2.80 0.17
H -2.37 1.19 3.87 0.52
H -2.57 -1.37 4.86 0.41
H -0.29 -2.53 4.85 0.41
H 1.55 -1.70 3.59 0.53
I -4.60 -2.84 1.23 0.01
C -6.44 -2.18 1.95 0.24
C -7.65 -2.68 1.54 -0.40
C -8.83 -2.28 2.22 -0.26
C -8.73 -1.43 3.35 -0.41
C -7.47 -1.07 3.69 -0.23
N -6.34 -1.41 3.03 -0.35
H -7.72 -3.32 0.65 0.32
H -9.82 -2.55 1.85 0.37
H -9.64 -1.10 3.85 0.38
H -7.31 -0.40 4.54 0.33
C -0.28 6.06 -2.37 -1.67
C -1.30 5.04 -2.65 0.49
C -2.27 4.70 -1.49 -0.87
C -0.73 3.77 -3.37 -0.30
N 0.27 3.12 -2.58 0.73
C 0.57 3.14 -1.24 -0.97
N 1.24 1.99 -0.95 1.88
N 1.55 1.47 -2.21 0.06
N 0.98 2.12 -3.16 -1.11
H -0.69 7.07 -2.11 0.43
H 0.36 6.18 -3.27 0.40
H 0.50 5.92 -1.64 0.32
H -2.01 5.48 -3.37 0.45
H -2.19 3.64 -1.11 0.00
H -3.33 4.89 -1.81 0.27
H -2.01 5.33 -0.61 0.37
H -0.29 3.99 -4.33 0.46
H -1.54 3.00 -3.58 -0.02
H 0.21 3.76 -0.43 0.56
C 4.21 4.30 2.79 -1.14
Si 4.21 2.39 2.54 0.14
C 5.83 1.52 2.42 -1.05
C 3.26 1.76 4.04 -0.95
N 3.27 1.86 1.04 -0.17
C 3.87 1.97 -0.23 0.89
C 4.63 0.90 -0.82 -0.49
C 5.37 1.11 -1.96 -0.61
C 5.59 2.36 -2.54 -0.72
C 4.99 3.43 -1.84 -0.78
C 4.08 3.20 -0.84 -0.27
H 3.37 4.70 2.25 0.24
H 5.13 4.77 2.44 0.36
H 4.12 4.59 3.83 0.40
H 6.21 1.41 1.37 0.31
H 5.74 0.57 2.94 0.30
H 6.58 2.07 2.99 0.48
H 3.89 1.92 4.97 0.47
H 3.14 0.65 3.99 0.13
H 2.30 2.23 4.32 0.31
H 4.62 -0.07 -0.41 0.44
H 5.57 0.22 -2.52 0.40
H 6.20 2.41 -3.42 0.45
H 5.05 4.45 -2.28 0.38
H 3.43 4.07 -0.61 0.34
```

charge	+2
Kohn-Sham gap	6.38	eV

***

2.
ORCA calculation (ωB97M-V with the def2-TZVPD basis set) on C42H58BClN5O3P2S3Ti as an isolated structure in a non-equilibrium geometry.

```
116
Properties=species:S:1:pos:R:3:mulliken_spin:R:1
Ti 0.23 -0.41 -1.40 0.86
C -0.13 -2.36 4.54 0.00
C -1.33 -2.49 3.59 0.00
C -0.87 -3.18 2.30 -0.01
C -2.39 -3.40 4.22 0.00
P -2.11 -0.82 3.05 0.00
C -0.51 0.19 2.90 0.00
N -0.59 1.41 2.12 0.01
B -0.43 1.62 0.59 0.05
N -0.75 3.12 0.51 0.00
C -1.46 3.63 -0.61 0.00
P -2.29 2.13 -1.35 -0.03
C -2.16 2.26 -3.23 0.02
C -0.74 2.78 -3.49 0.00
C -3.17 3.18 -3.92 0.00
C -2.32 0.84 -3.79 0.02
C -4.09 2.21 -0.77 0.00
C -4.85 1.03 -1.38 0.00
C -4.80 3.53 -1.07 0.00
C -3.98 2.02 0.74 0.00
C -0.78 3.66 1.76 0.00
C -0.94 4.98 2.15 0.00
C -0.81 5.31 3.51 0.00
C -0.50 4.33 4.44 0.00
C -0.38 2.99 4.05 0.00
C -0.57 2.63 2.72 0.00
C -2.99 -0.14 4.62 0.00
C -2.39 -0.37 6.00 0.00
C -4.40 -0.75 4.56 0.00
C -3.14 1.36 4.40 0.00
H 0.17 -3.36 4.86 0.00
H -0.37 -1.77 5.42 0.00
H 0.71 -1.91 4.03 0.00
H -0.40 -4.14 2.54 0.00
H -0.15 -2.57 1.76 0.02
H -1.71 -3.36 1.64 0.00
H -1.97 -4.40 4.34 0.00
H -3.27 -3.47 3.57 0.00
H -2.71 -3.05 5.21 0.00
H 0.23 -0.46 2.44 0.01
H -0.16 0.44 3.91 0.00
H -0.81 4.07 -1.36 0.00
H -2.19 4.39 -0.30 0.00
H -0.71 3.87 -3.44 0.00
H -0.40 2.47 -4.48 0.00
H -0.04 2.36 -2.77 0.01
H -3.13 4.20 -3.52 0.00
H -4.19 2.80 -3.82 0.00
H -2.94 3.22 -4.99 0.00
H -1.81 0.11 -3.17 0.00
H -1.90 0.78 -4.80 0.00
H -3.38 0.55 -3.84 0.00
H -5.09 1.20 -2.43 0.00
H -5.78 0.87 -0.83 0.00
H -4.24 0.12 -1.29 0.00
H -4.79 3.79 -2.12 0.00
H -4.35 4.35 -0.51 0.00
H -5.84 3.44 -0.74 0.00
H -3.50 1.07 0.98 0.00
H -4.99 2.03 1.19 0.00
H -3.40 2.82 1.21 0.00
H -1.14 5.75 1.41 0.00
H -0.93 6.34 3.83 0.00
H -0.36 4.60 5.48 0.00
H -0.13 2.24 4.80 0.00
H -2.31 -1.43 6.25 0.00
H -3.03 0.09 6.76 0.00
H -1.40 0.08 6.08 0.00
H -4.39 -1.83 4.75 0.00
H -4.84 -0.59 3.57 0.00
H -5.06 -0.28 5.30 0.00
H -2.22 1.89 4.62 0.00
H -3.92 1.77 5.05 0.00
H -3.40 1.59 3.36 0.00
S -0.09 -4.73 -3.22 0.01
C 0.10 -3.37 -2.38 0.04
N 0.26 -2.40 -1.73 0.00
S -1.98 -0.77 -0.55 -0.02
C -1.29 0.90 -0.61 0.02
S 1.38 1.14 -0.06 -0.02
N 3.92 -2.73 0.38 0.00
C 2.78 -2.02 0.64 0.00
N 2.63 -1.76 1.91 0.00
C 3.73 -2.30 2.53 0.00
C 4.08 -2.31 3.88 0.00
C 5.24 -2.97 4.24 0.00
C 6.04 -3.63 3.30 0.00
C 5.72 -3.61 1.95 0.00
C 4.56 -2.93 1.58 0.00
H 4.23 -2.99 -0.53 0.00
H 2.11 -1.72 -0.17 0.00
H 3.46 -1.80 4.61 0.00
H 5.53 -3.00 5.29 0.00
H 6.92 -4.16 3.62 0.00
H 6.34 -4.12 1.22 0.00
C 1.12 2.04 -7.29 0.00
C 2.25 1.06 -7.17 0.00
C 2.75 0.38 -8.28 0.00
C 3.78 -0.53 -8.12 0.00
Cl 4.44 -1.32 -9.54 0.00
C 4.28 -0.84 -6.88 0.00
C 3.78 -0.17 -5.76 0.00
C 2.80 0.79 -5.91 0.00
O 2.32 1.56 -4.91 0.00
C 2.70 1.27 -3.57 0.00
C 1.91 0.10 -2.98 0.00
O 2.47 -0.73 -2.26 0.00
O 0.65 0.08 -3.23 0.01
H 0.82 2.16 -8.33 0.00
H 1.40 3.00 -6.87 0.00
H 0.26 1.68 -6.72 0.00
H 2.33 0.57 -9.26 0.00
H 5.06 -1.59 -6.76 0.00
H 4.17 -0.44 -4.79 0.00
H 2.45 2.15 -2.99 0.00
H 3.77 1.07 -3.47 0.00
```

charge	-2
Kohn-Sham gap (alpha / beta)	4.63 / 4.86	eV
expectation value of S²	0.757
multiplicity	2

***

Energy relative to the best compared isomer or geometry (same formula, charge and spin) for every record listed, in sequence, given in eV: 3.364; 0.028.